No. 1
C16H58N6O13 | ωB97M-V with the def2-TZVPD basis set

Last column: Mulliken charge in e.
Geometry (Å):
C (2.63812, 0.39997, -2.99854)  -0.189
C (3.07012, -0.67303, -3.97154)  -0.636
O (2.95212, -0.27003, -5.27454)  -0.694
H (1.65712, 0.76297, -3.15854)  0.157
H (3.34312, 1.14797, -3.18854)  0.551
H (2.68112, 0.10697, -1.94754)  -0.469
H (2.41112, -1.53303, -4.05154)  0.253
H (4.06012, -1.09303, -3.77554)  0.399
H (2.03312, -0.04603, -5.36354)  0.574
C (-3.82488, -0.64903, -0.57754)  -0.903
C (-3.00988, -1.76103, 0.06146)  0.988
O (-3.59888, -2.03503, 1.35346)  -0.649
H (-4.18888, 0.05297, 0.15246)  0.131
H (-4.69288, -1.05603, -1.08854)  0.530
H (-3.22688, -0.01103, -1.28354)  -0.076
H (-2.00588, -1.48403, 0.29146)  -0.680
H (-3.04288, -2.62503, -0.53154)  0.443
H (-2.91188, -2.62603, 1.77346)  0.265
C (0.46212, -4.35503, -1.86954)  -1.729
C (0.49912, -2.91503, -1.37354)  1.036
O (0.45412, -2.88603, 0.03546)  -0.444
H (0.68612, -4.32103, -2.91154)  0.436
H (-0.45888, -4.77003, -1.60254)  0.413
H (1.25312, -4.95103, -1.38754)  0.354
H (-0.34188, -2.36003, -1.77754)  0.056
H (1.44012, -2.56803, -1.82654)  -0.371
H (0.98612, -2.13203, 0.32346)  0.016
C (-0.05788, 0.53597, -0.13554)  0.503
O (-0.11988, 1.01297, -1.42254)  -0.674
N (-0.96488, 0.80197, 0.81046)  1.738
N (0.90912, -0.19903, 0.40846)  2.403
H (-1.82588, 1.37397, 0.52746)  -0.138
H (-1.09288, 0.27797, 1.70946)  -0.974
H (1.70012, -0.56403, -0.09654)  0.180
H (0.89712, -0.38003, 1.44346)  -1.271
C (-1.00788, -0.13103, -4.82654)  0.509
O (0.31012, -0.10503, -5.07554)  -0.737
N (-1.94488, -0.57503, -5.63354)  -0.395
N (-1.49388, 0.31197, -3.69454)  0.009
H (-1.79888, -0.99103, -6.61154)  0.283
H (-2.89988, -0.60703, -5.37654)  0.123
H (-0.83188, 0.52297, -2.95754)  -0.094
H (-2.47488, 0.29597, -3.34254)  0.284
C (2.16312, -0.93503, 3.19346)  0.362
O (3.14212, 0.01397, 3.37146)  -0.701
N (0.88512, -0.65803, 3.19746)  0.310
N (2.40512, -2.21303, 3.04346)  -0.155
H (0.55912, 0.30297, 3.27746)  0.039
H (0.14512, -1.42703, 3.26646)  -0.178
H (3.40712, -2.39803, 2.93946)  0.272
H (1.69312, -2.93503, 3.06346)  0.142
C (-0.33188, 4.44597, -1.81154)  -0.892
O (-0.41088, 3.72097, -0.62154)  -0.377
H (-1.27488, 4.49097, -2.40054)  0.201
H (0.43112, 3.93997, -2.36654)  0.319
H (0.01712, 5.46597, -1.57554)  0.267
H (-0.24188, 2.84697, -0.97654)  -0.122
C (-3.52588, 2.70397, -0.58954)  -0.304
O (-3.19888, 2.36397, 0.73646)  -0.578
H (-4.46488, 2.29097, -0.95254)  0.261
H (-2.76388, 2.30897, -1.30354)  -0.098
H (-3.64988, 3.76197, -0.82654)  0.348
H (-3.97388, 1.95597, 1.12046)  0.291
C (-1.59588, -2.79703, 3.98146)  -1.018
O (-0.88788, -2.50903, 2.78546)  -0.422
H (-2.35588, -3.52803, 3.75846)  0.380
H (-2.04188, -1.93503, 4.36946)  0.290
H (-0.99788, -3.19603, 4.70546)  0.391
H (-0.68688, -3.32603, 2.32746)  0.187
C (4.32112, -0.93203, 0.16446)  -0.730
O (3.19712, -1.67603, -0.15454)  -0.448
H (5.19612, -1.52803, 0.39646)  0.352
H (4.17512, -0.29303, 1.10446)  0.172
H (4.52712, -0.23603, -0.66654)  0.234
H (3.42812, -2.18203, -0.93354)  0.259
C (0.19012, 3.52797, 2.78146)  -0.838
O (0.32812, 2.13197, 2.68646)  -0.381
H (0.77012, 3.98597, 1.97246)  0.192
H (0.64312, 3.84097, 3.74946)  0.282
H (-0.86588, 3.77497, 2.68346)  0.292
H (-0.05888, 1.84297, 1.82546)  0.211
C (-1.59188, 0.74797, 4.74246)  -0.887
O (-1.94888, 0.28897, 3.47846)  -0.359
H (-0.62988, 0.31997, 5.01846)  0.362
H (-2.34588, 0.45697, 5.45846)  0.409
H (-1.53188, 1.85897, 4.74746)  0.241
H (-2.92588, 0.32697, 3.42946)  0.209
C (2.82512, 2.61297, 0.16846)  -0.087
O (2.66012, 1.77497, 1.24546)  -0.498
H (3.24212, 2.01297, -0.68754)  -0.011
H (3.52912, 3.43197, 0.36146)  0.385
H (1.84812, 3.08697, -0.11654)  -0.103
H (1.94712, 1.13497, 1.07346)  0.017

Results
spin multiplicity: 1
E_HOMO: -8.563 eV

No. 2
C10H30O6V | ωB97M-V with the def2-TZVPD basis set

Last column: Löwdin spin population.
Geometry (Å):
V (13.31269, 23.13186, -7.97431)  2.834
C (12.24996, 25.10207, -5.62322)  0.004
O (12.67404, 23.77131, -5.79336)  0.016
H (12.14404, 25.47171, -6.64314)  0.001
H (11.31898, 25.30081, -5.09229)  0.000
H (12.94809, 25.80848, -5.17410)  0.000
C (13.29723, 21.59419, -10.82778)  0.003
O (13.95865, 22.42326, -9.93035)  0.042
H (13.39672, 20.55764, -10.50563)  0.001
H (12.25392, 21.82977, -11.03781)  0.001
H (13.75016, 21.27412, -11.76614)  -0.001
C (12.36330, 19.01303, -6.85800)  0.001
C (13.21605, 20.21592, -7.20649)  0.005
O (12.31290, 21.26169, -7.39735)  0.020
H (11.74717, 18.80335, -7.73236)  0.000
H (11.76376, 19.09678, -5.95155)  0.000
H (12.94137, 18.10110, -6.70859)  0.000
H (13.75868, 19.93182, -8.10812)  0.001
H (13.90469, 20.37214, -6.37616)  0.000
H (11.71483, 21.20340, -6.64867)  0.001
C (10.79260, 25.90465, -9.34381)  0.000
C (10.86678, 24.48372, -9.88527)  0.002
O (11.16939, 23.65796, -8.75586)  0.018
H (11.81349, 26.27517, -9.25097)  0.000
H (10.30383, 25.90401, -8.36954)  0.000
H (10.24733, 26.52159, -10.05807)  0.000
H (11.57574, 24.43433, -10.71172)  0.000
H (9.83188, 24.25760, -10.14208)  0.000
H (10.40353, 23.13075, -8.51690)  0.001
C (17.14981, 21.05432, -6.88268)  0.000
C (16.43592, 22.15886, -7.69003)  0.002
O (15.33949, 22.62722, -6.87175)  0.020
H (17.68128, 21.48673, -6.03494)  0.000
H (18.02812, 20.73718, -7.44490)  0.000
H (16.54222, 20.16250, -6.72908)  0.000
H (16.15082, 21.81145, -8.68306)  0.000
H (17.07317, 23.03015, -7.84127)  0.000
H (15.69027, 22.56074, -5.98061)  0.000
C (14.66765, 27.35782, -7.69131)  0.000
C (15.18377, 25.92749, -7.77585)  0.002
O (14.22067, 25.17592, -8.60815)  0.022
H (14.42580, 27.72623, -8.68825)  0.000
H (15.52379, 27.93503, -7.34210)  0.000
H (13.82517, 27.51282, -7.01729)  0.000
H (15.21778, 25.37639, -6.83605)  0.001
H (16.19217, 25.73268, -8.14094)  0.000
H (14.15866, 25.46853, -9.52036)  0.001

Results
spin multiplicity: 4
E_HOMO (spin up / spin down): -6.579 / -7.081 eV

No. 3
C9H27O12P3 | ωB97M-V with the def2-TZVPD basis set

Last column: Mulliken charge in e.
Geometry (Å):
C (-1.83340, 0.44090, 2.71263)  -0.557
O (-1.87255, 0.45002, 4.08793)  -0.371
P (-2.38107, 1.83232, 4.88324)  1.031
O (-1.59796, 3.07838, 4.67422)  -0.672
O (-3.91637, 1.99633, 4.46143)  -0.291
C (-4.53426, 3.24834, 4.29654)  -0.753
O (-2.46972, 1.27259, 6.37254)  -0.330
C (-2.61141, 2.09116, 7.51356)  -0.731
H (-2.03428, 1.42224, 2.28286)  0.356
H (-2.57606, -0.24527, 2.30553)  0.242
H (-0.89797, -0.04746, 2.43949)  0.222
H (-4.78107, 3.53741, 3.27496)  0.299
H (-3.89982, 4.10161, 4.53636)  0.336
H (-5.39255, 3.31733, 4.96488)  0.284
H (-3.66476, 2.06865, 7.79292)  0.314
H (-2.53566, 3.14546, 7.24745)  0.323
H (-1.86247, 1.95264, 8.29330)  0.285
C (4.64032, -0.05413, -1.35776)  -0.805
O (3.49698, 0.55779, -1.76560)  -0.115
P (3.46658, 1.70270, -2.95237)  0.907
O (4.67150, 2.57277, -2.94660)  -0.676
O (2.02264, 2.34568, -2.56720)  -0.357
C (0.75523, 1.64295, -2.46875)  -0.480
O (3.18920, 0.85889, -4.35752)  -0.229
C (3.36064, 1.44390, -5.59967)  -0.738
H (5.48170, 0.62315, -1.50429)  0.345
H (4.93276, -0.96018, -1.88846)  0.301
H (4.65372, -0.23102, -0.28229)  0.260
H (0.58834, 0.62403, -2.11942)  0.027
H (0.11163, 1.64613, -3.34844)  0.337
H (0.15228, 2.17668, -1.73411)  0.379
H (3.96019, 0.69960, -6.12374)  0.235
H (3.92639, 2.37558, -5.60165)  0.343
H (2.33714, 1.48500, -5.97232)  0.258
C (2.13872, -2.65808, -2.93039)  -0.601
O (0.83426, -2.93853, -3.26234)  -0.279
P (0.05031, -3.61714, -2.07909)  1.065
O (0.84457, -4.36207, -1.05845)  -0.695
O (-0.79299, -2.34290, -1.60130)  -0.296
C (-0.65655, -1.73697, -0.29876)  -0.659
O (-1.13141, -4.51027, -2.76658)  -0.400
C (-2.30240, -4.67669, -2.00606)  -0.671
H (2.59736, -2.93997, -1.98260)  0.396
H (2.36156, -1.61800, -3.16842)  0.005
H (2.81024, -3.19928, -3.59694)  0.381
H (0.29552, -2.04868, 0.13077)  0.424
H (-1.55123, -1.87232, 0.30896)  0.276
H (-0.51452, -0.65638, -0.31477)  0.213
H (-2.49360, -5.66893, -1.59741)  0.357
H (-3.15556, -4.07537, -2.32010)  0.332
H (-2.22014, -4.25063, -1.00615)  0.173

Results
spin multiplicity: 1
E_HOMO: -10.839 eV

No. 4
H10N6P2 | ωB97M-V with the def2-TZVPD basis set

Last column: Mulliken charge in e.
Geometry (Å):
N (0.78519, 0.47159, 0.03184)  -0.463
N (2.88661, -1.16869, -0.71010)  -0.528
N (1.47576, -1.60837, 1.34106)  -0.645
N (-0.95970, 2.29769, 0.25897)  -0.550
N (-1.76568, 0.37414, -1.50606)  -0.685
N (-1.83631, -0.18274, 1.00470)  -0.676
P (1.22906, -1.15405, -0.30601)  0.144
P (-0.78654, 0.65901, -0.08315)  0.818
H (3.55579, -0.37833, -0.70813)  0.240
H (2.95474, -1.62704, -1.59864)  0.255
H (2.28579, -1.07209, 1.92542)  0.273
H (0.64811, -1.66917, 1.92416)  0.214
H (-0.12889, 2.59261, 0.80484)  0.263
H (-1.85993, 2.68625, 0.43894)  0.214
H (-2.68658, 0.68759, -1.31265)  0.290
H (-1.43561, 1.05039, -2.17738)  0.275
H (-2.30608, -0.79743, 0.47077)  0.330
H (-1.18577, -0.83819, 1.59862)  0.229

Results
spin multiplicity: 1
E_HOMO: -8.130 eV

No. 5
C3H4O3Tl | ωB97M-V with the def2-TZVPD basis set

Last column: Mulliken charge in e.
Geometry (Å):
H (3.83501, 0.54840, 1.38378)  -0.030
Tl (2.21945, 0.34132, 0.91474)  1.067
O (-1.59687, -0.07972, -0.92208)  -0.289
C (-1.06990, -1.29696, -0.81856)  0.650
C (-0.63057, 0.87464, -0.31868)  -0.438
O (-1.09093, -2.11512, -1.71146)  -0.462
O (-0.17993, -1.34217, 0.16784)  -0.329
C (0.13202, 0.00989, 0.65138)  -0.206
H (-0.06395, 1.31331, -1.15231)  0.317
H (-1.18757, 1.68088, 0.17044)  0.304
H (-0.36676, 0.06552, 1.63490)  0.417

Results
spin multiplicity: 1
E_HOMO: -14.420 eV
total charge: +1

No. 6
C23H35AsBClN10O6OsSi2 | ωB97M-V with the def2-TZVPD basis set

Last column: Löwdin spin population.
Geometry (Å):
Os (-0.91135, 0.44215, -0.41985)  0.738
C (-3.43895, -3.16169, -1.10056)  0.002
C (-2.82871, -2.22892, -0.26991)  0.004
N (-2.08189, -1.39901, -0.99410)  -0.003
N (-2.19722, -1.77593, -2.28683)  -0.001
C (-3.00753, -2.84259, -2.37283)  0.006
B (-1.45256, -0.96999, -3.35244)  0.001
N (0.05437, -1.06877, -3.01711)  0.000
C (1.05151, -1.48829, -3.80751)  0.000
C (2.23644, -1.38996, -3.10401)  0.000
C (1.86271, -0.88925, -1.86113)  0.001
N (0.54419, -0.70554, -1.82434)  -0.013
N (-1.84597, 0.50993, -3.21676)  0.004
C (-2.78920, 1.17597, -3.89621)  -0.003
C (-2.64467, 2.52548, -3.63521)  -0.001
C (-1.57275, 2.59963, -2.75378)  -0.001
N (-1.09714, 1.37866, -2.49671)  0.007
N (-1.67788, -1.43336, -4.77600)  0.000
C (-1.42920, -0.71159, -5.90669)  0.000
C (-1.60038, -1.54006, -6.98246)  0.000
C (-1.94787, -2.78310, -6.41668)  0.000
N (-1.98188, -2.70625, -5.10191)  0.000
H (-4.10885, -3.95061, -0.81296)  0.000
H (-2.90631, -2.15172, 0.79919)  0.000
H (-3.20053, -3.30551, -3.32117)  0.000
H (0.87724, -1.84167, -4.80891)  0.000
H (3.22070, -1.64096, -3.45401)  0.000
H (2.47606, -0.66716, -1.00276)  0.002
H (-3.50916, 0.66397, -4.51123)  0.000
H (-3.23350, 3.33594, -4.02385)  0.000
H (-1.11670, 3.47248, -2.32179)  0.000
H (-1.15049, 0.32790, -5.87091)  0.000
H (-1.49744, -1.30094, -8.02581)  0.000
H (-2.17224, -3.70949, -6.91782)  0.000
C (3.56078, 2.93374, 1.15238)  0.001
Si (3.59551, 1.15359, 1.79659)  0.036
C (3.71899, 1.09435, 3.69062)  0.014
C (4.94339, 0.16039, 0.91171)  0.004
As (1.37838, 0.26094, 1.20452)  0.115
Si (1.23681, -1.82938, 2.50622)  0.011
C (0.61559, -1.43902, 4.24925)  0.002
C (3.05119, -2.40615, 2.56086)  0.005
C (0.30345, -3.07971, 1.43991)  0.000
H (4.39071, 3.52297, 1.54422)  0.000
H (2.63266, 3.43167, 1.43962)  0.000
H (3.62712, 2.94797, 0.06378)  0.000
H (3.84616, 2.09578, 4.10187)  0.001
H (4.56512, 0.49234, 4.02063)  0.001
H (2.80912, 0.66333, 4.10968)  0.001
H (5.83802, 0.77048, 0.78281)  0.001
H (4.61300, -0.15536, -0.07894)  0.000
H (5.23456, -0.72978, 1.46713)  0.000
H (1.29155, -1.79824, 5.02458)  0.000
H (-0.35948, -1.90397, 4.40063)  0.000
H (0.47734, -0.36561, 4.37572)  0.000
H (3.68050, -1.78355, 3.19709)  0.000
H (3.47161, -2.40953, 1.55326)  0.000
H (3.09518, -3.42577, 2.94576)  0.001
H (0.08948, -2.65891, 0.45604)  0.000
H (-0.65202, -3.33081, 1.89973)  0.000
H (0.86973, -4.00114, 1.30814)  0.000
O (-2.27063, 0.65301, 3.49335)  0.000
Cl (-2.47595, -0.24126, 2.40266)  0.000
O (-3.13371, -1.41971, 2.81459)  0.000
O (-3.16413, 0.41214, 1.33048)  0.002
O (-1.13892, -0.61133, 1.87002)  0.004
C (-0.16903, 2.87797, 4.66925)  0.000
N (-0.65009, 3.01065, 3.29730)  0.002
C (-1.71123, 3.83230, 3.00062)  0.000
C (-2.33010, 3.81843, 1.80785)  0.001
C (-1.88355, 2.87322, 0.81738)  0.003
O (-2.39235, 2.61441, -0.26486)  0.013
N (-0.73323, 2.16750, 1.13256)  0.023
C (-0.21931, 2.16260, 2.33652)  0.004
O (0.78611, 1.38854, 2.61287)  0.011
H (-0.36179, 3.80515, 5.20214)  0.000
H (0.89805, 2.67335, 4.66541)  0.000
H (-0.70318, 2.06314, 5.15996)  0.000
H (-2.01344, 4.49461, 3.79888)  0.000
H (-3.18084, 4.44493, 1.59428)  0.000

Results
spin multiplicity: 2
E_HOMO (spin up / spin down): -10.924 / -11.551 eV
total charge: +1

- Look up the spin multiplicity of the sixth one.
  2